C16H24BBaBr12O8 as an isolated structure at a distorted geometry. Source: the Open Molecules 2025 dataset; level of theory: ωB97M-V with the def2-TZVPD basis set.

```
62
C16H24BBaBr12O8 (ωB97M-V with the def2-TZVPD basis set)
Ba -2.47 -6.81 0.16
O -1.21 1.73 -0.20
C -0.84 0.63 0.09
O -1.57 -0.35 0.58
B -0.74 -1.55 0.56
O 0.64 -1.07 0.43
C 0.63 0.19 0.04
O 1.55 0.89 -0.22
O -1.17 -2.29 -0.68
C -1.45 -3.48 -0.34
O -1.77 -4.42 -1.07
C -1.34 -3.66 1.18
O -0.90 -2.55 1.66
O -1.61 -4.70 1.75
Br 0.54 -0.97 -3.10
C 0.48 0.83 -3.95
C 0.50 1.90 -2.87
Br 0.59 3.63 -3.80
H -0.34 0.93 -4.65
H 1.40 0.89 -4.53
H 1.39 1.82 -2.27
H -0.41 1.90 -2.28
Br -4.46 4.16 -0.97
C -2.84 5.27 -1.05
C -1.70 4.66 -0.24
Br -0.18 5.87 -0.20
H -3.05 6.29 -0.73
H -2.51 5.33 -2.08
H -1.38 3.67 -0.51
H -2.01 4.70 0.80
Br 4.91 1.53 0.34
C 4.32 3.24 1.09
C 3.11 2.91 1.91
Br 2.39 4.58 2.71
H 4.19 3.93 0.27
H 5.16 3.49 1.74
H 3.34 2.26 2.74
H 2.28 2.50 1.34
Br -2.92 -1.53 6.43
C -1.89 -0.16 5.41
C -0.68 -0.84 4.81
Br 0.27 0.44 3.69
H -1.60 0.58 6.15
H -2.51 0.38 4.70
H -1.12 -1.62 4.19
H 0.05 -1.27 5.49
Br 2.89 -2.75 -0.57
C 3.18 -1.72 1.04
C 4.52 -1.98 1.74
Br 4.66 -3.90 2.21
H 2.33 -1.77 1.70
H 3.30 -0.71 0.65
H 4.64 -1.31 2.58
H 5.30 -1.87 1.00
Br -5.23 -2.97 -4.11
C -3.25 -2.78 -4.30
C -2.72 -4.16 -4.51
Br -0.72 -4.05 -4.63
H -2.94 -2.32 -3.37
H -3.05 -2.09 -5.11
H -3.14 -4.80 -5.28
H -2.89 -4.70 -3.58
```

Summary:
HOMO-LUMO gap = 4.934 eV
HOMO level = -0.400 hartree
Charge = +1
Relative energy (zero: lowest compared OMol25 entry of this formula, charge and spin) = 0.0 kJ/mol

Here are the Mulliken charges for atoms 1 to 4, given in e: Ba 1.84; O -0.66; C 0.31; O -0.36

***

A 2-piece molecular cluster, C3H7ClFOP overall at a distorted geometry. Source: the Open Molecules 2025 dataset; level of theory: ωB97M-V with the def2-TZVPD basis set.

```
14
C3H7ClFOP (ωB97M-V with the def2-TZVPD basis set)
C 1.91 0.72 -0.58
C 0.72 1.18 1.55
C 1.38 1.66 0.51
O -2.54 -1.92 0.50
F -3.02 -0.88 -1.70
P -1.77 -1.62 -0.84
Cl -1.92 -3.27 -2.11
H 3.00 0.97 -0.54
H 1.60 -0.23 -0.33
H 1.53 0.95 -1.54
H 0.67 0.07 1.60
H -3.39 -2.19 0.86
H 0.25 1.90 2.26
H 1.58 2.65 0.35
```

Summary:
HOMO-LUMO gap = 10.136 eV
HOMO level = -0.354 hartree
Charge = 0
Structure (SMILES) = OP(F)Cl.C=CC
Relative energy (zero: lowest compared OMol25 entry of this formula, charge and spin) = 126.9 kJ/mol

Here are the natural (NBO) charges for atoms 1 to 4, given in e: C -0.64; C -0.43; C -0.15; O -1.04

***

C9H16ClNaO13 as an isolated structure at a distorted geometry. Source: the Open Molecules 2025 dataset; level of theory: ωB97M-V with the def2-TZVPD basis set.

```
40
C9H16ClNaO13 (ωB97M-V with the def2-TZVPD basis set)
Na 1.37 0.08 1.08
Cl 3.03 3.25 -0.51
O 2.40 4.17 -1.39
O 3.98 2.35 -1.22
O 3.86 4.06 0.27
O 2.02 2.51 0.16
C 0.95 1.55 -2.77
C -0.42 1.06 -3.38
O -0.58 -0.27 -2.92
C 0.32 -0.56 -1.99
O 0.49 -1.68 -1.54
O 1.18 0.50 -1.86
H 0.78 2.54 -2.34
H 1.73 1.54 -3.54
H -0.35 0.99 -4.47
H -1.26 1.70 -3.09
C 2.13 -2.96 3.29
O 0.85 -3.53 3.03
C -0.09 -2.98 2.22
O 0.08 -1.87 1.65
O -1.19 -3.76 2.06
C -1.35 -5.04 2.62
H 2.72 -2.91 2.37
H 2.73 -3.61 3.93
H 2.13 -2.02 3.85
H -0.71 -5.83 2.24
H -2.37 -5.38 2.49
H -1.05 -5.08 3.67
C -3.07 -0.23 -0.73
O -3.00 1.10 -0.19
C -1.88 1.76 0.10
O -0.82 1.22 0.40
O -2.05 3.03 -0.22
C -1.00 3.87 -0.21
H -3.00 -0.39 -1.81
H -4.01 -0.59 -0.33
H -2.35 -0.96 -0.35
H -0.53 3.89 0.77
H -1.35 4.89 -0.34
H -0.29 3.60 -1.00
```

Summary:
HOMO-LUMO gap = 8.272 eV
HOMO level = -0.318 hartree
Charge = 0
Relative energy (zero: lowest compared OMol25 entry of this formula, charge and spin) = 0.0 kJ/mol

Here are the natural (NBO) charges for atoms 1 to 4, given in e: Na 0.97; Cl 2.56; O -0.89; O -0.87

***

An isolated ion of composition C5H11N2 and charge +1 at a distorted geometry. Source: the Open Molecules 2025 dataset; level of theory: ωB97M-V with the def2-TZVPD basis set.

```
18
C5H11N2 (ωB97M-V with the def2-TZVPD basis set)
C -0.18 1.53 -0.15
C 0.96 0.57 -0.70
C 0.09 -0.58 -0.06
C 0.75 -1.19 1.19
C -0.59 -1.65 -0.95
N -0.88 0.53 0.29
N -0.59 2.79 -0.10
H 1.18 0.42 -1.83
H 1.77 0.47 0.00
H 0.03 -1.76 1.93
H 1.25 -0.50 1.92
H 1.56 -1.83 0.90
H -0.94 -2.27 -0.25
H 0.05 -2.31 -1.47
H -1.29 -1.25 -1.58
H -1.77 0.62 0.68
H 0.13 3.52 -0.03
H -1.52 2.90 0.22
```

Summary:
HOMO-LUMO gap = 11.943 eV
HOMO level = -0.559 hartree
Charge = +1
Structure (SMILES) = CC1(C)CC(=[NH2+])N1
Relative energy (zero: lowest compared OMol25 entry of this formula, charge and spin) = 123.2 kJ/mol

Here are the natural (NBO) charges for atoms 1 to 4, given in e: C 0.56; C -0.46; C 0.18; C -0.67

***

C42H34Cl5N2OP2S3Zr as an isolated structure at a distorted geometry. Source: the Open Molecules 2025 dataset; level of theory: ωB97M-V with the def2-TZVPD basis set.

```
90
C42H34Cl5N2OP2S3Zr (ωB97M-V with the def2-TZVPD basis set)
Zr 1.16 -0.35 -2.28
S 0.11 1.62 -3.59
P -0.66 1.89 -1.71
C 0.08 0.76 -0.67
P 1.53 1.18 0.15
S 2.87 -0.29 -0.39
C 2.28 2.78 -0.19
C 2.25 3.80 0.75
C 2.82 5.03 0.46
C 3.44 5.24 -0.77
C 3.46 4.22 -1.72
C 2.88 3.00 -1.43
C 1.31 1.12 1.94
C 0.03 1.09 2.46
C -0.15 1.05 3.84
C 0.95 1.02 4.68
C 2.24 1.04 4.16
C 2.42 1.09 2.78
C -2.42 1.47 -1.76
C -3.30 2.30 -2.45
C -4.66 2.02 -2.47
C -5.14 0.91 -1.79
C -4.27 0.08 -1.10
C -2.91 0.36 -1.08
C -0.65 3.62 -1.24
C -1.21 3.94 0.01
C -1.19 5.25 0.45
C -0.63 6.25 -0.35
C -0.09 5.93 -1.58
C -0.09 4.61 -2.03
H 1.77 3.65 1.71
H 2.80 5.83 1.19
H 3.90 6.19 -0.99
H 3.94 4.38 -2.68
H 2.91 2.22 -2.17
H -0.82 1.10 1.79
H -1.15 1.04 4.26
H 0.81 0.99 5.76
H 3.09 1.01 4.82
H 3.42 1.10 2.37
H -2.93 3.17 -2.97
H -5.34 2.67 -3.00
H -6.21 0.69 -1.79
H -4.66 -0.78 -0.56
H -2.21 -0.27 -0.54
H -1.65 3.16 0.62
H -1.63 5.51 1.41
H -0.61 7.27 0.00
H 0.35 6.70 -2.20
H 0.33 4.36 -2.99
Cl 4.94 0.72 -3.38
C 3.91 -0.21 -4.41
C 2.64 -0.57 -3.97
C 1.91 -1.33 -4.87
Cl 0.26 -1.78 -4.34
C 2.33 -1.76 -6.11
Cl 1.32 -2.73 -7.11
C 3.60 -1.37 -6.52
Cl 4.18 -1.84 -8.05
C 4.39 -0.59 -5.67
Cl 5.95 -0.10 -6.19
C -2.63 -1.64 4.16
C -2.01 -1.62 2.77
C -2.17 -2.97 2.10
N -1.65 -2.97 0.72
C -0.40 -2.95 0.33
S -0.04 -2.59 -1.31
N 0.61 -3.25 1.18
C 0.68 -4.16 2.28
O 1.45 -3.91 3.17
C -0.14 -5.39 2.20
C -0.52 -5.95 0.98
C -1.21 -7.15 0.96
C -1.53 -7.79 2.15
C -1.14 -7.24 3.37
C -0.44 -6.04 3.39
H -2.50 -0.69 4.67
H -2.17 -2.41 4.79
H -3.70 -1.85 4.11
H -0.94 -1.38 2.84
H -2.47 -0.84 2.15
H -3.23 -3.24 2.03
H -1.69 -3.75 2.68
H -2.31 -2.76 -0.02
H 1.49 -2.79 0.98
H -0.25 -5.47 0.05
H -1.50 -7.59 0.02
H -2.06 -8.73 2.14
H -1.38 -7.74 4.30
H -0.11 -5.61 4.33
```

Summary:
HOMO-LUMO gap = 7.816 eV
HOMO level = -0.400 hartree
Charge = +1

Here are the natural (NBO) charges for atoms 1 to 4, given in e: Zr 1.51; S -0.48; P 1.47; C -1.57

***

Q: The highest HOMO-LUMO gap belongs to which entry?
A: C5H11N2

***

Please write out number 5 again, unchanged.
C42H34Cl5N2OP2S3Zr as an isolated structure at a distorted geometry. Source: the Open Molecules 2025 dataset; level of theory: ωB97M-V with the def2-TZVPD basis set.

```
90
C42H34Cl5N2OP2S3Zr (ωB97M-V with the def2-TZVPD basis set)
Zr 1.16 -0.35 -2.28
S 0.11 1.62 -3.59
P -0.66 1.89 -1.71
C 0.08 0.76 -0.67
P 1.53 1.18 0.15
S 2.87 -0.29 -0.39
C 2.28 2.78 -0.19
C 2.25 3.80 0.75
C 2.82 5.03 0.46
C 3.44 5.24 -0.77
C 3.46 4.22 -1.72
C 2.88 3.00 -1.43
C 1.31 1.12 1.94
C 0.03 1.09 2.46
C -0.15 1.05 3.84
C 0.95 1.02 4.68
C 2.24 1.04 4.16
C 2.42 1.09 2.78
C -2.42 1.47 -1.76
C -3.30 2.30 -2.45
C -4.66 2.02 -2.47
C -5.14 0.91 -1.79
C -4.27 0.08 -1.10
C -2.91 0.36 -1.08
C -0.65 3.62 -1.24
C -1.21 3.94 0.01
C -1.19 5.25 0.45
C -0.63 6.25 -0.35
C -0.09 5.93 -1.58
C -0.09 4.61 -2.03
H 1.77 3.65 1.71
H 2.80 5.83 1.19
H 3.90 6.19 -0.99
H 3.94 4.38 -2.68
H 2.91 2.22 -2.17
H -0.82 1.10 1.79
H -1.15 1.04 4.26
H 0.81 0.99 5.76
H 3.09 1.01 4.82
H 3.42 1.10 2.37
H -2.93 3.17 -2.97
H -5.34 2.67 -3.00
H -6.21 0.69 -1.79
H -4.66 -0.78 -0.56
H -2.21 -0.27 -0.54
H -1.65 3.16 0.62
H -1.63 5.51 1.41
H -0.61 7.27 0.00
H 0.35 6.70 -2.20
H 0.33 4.36 -2.99
Cl 4.94 0.72 -3.38
C 3.91 -0.21 -4.41
C 2.64 -0.57 -3.97
C 1.91 -1.33 -4.87
Cl 0.26 -1.78 -4.34
C 2.33 -1.76 -6.11
Cl 1.32 -2.73 -7.11
C 3.60 -1.37 -6.52
Cl 4.18 -1.84 -8.05
C 4.39 -0.59 -5.67
Cl 5.95 -0.10 -6.19
C -2.63 -1.64 4.16
C -2.01 -1.62 2.77
C -2.17 -2.97 2.10
N -1.65 -2.97 0.72
C -0.40 -2.95 0.33
S -0.04 -2.59 -1.31
N 0.61 -3.25 1.18
C 0.68 -4.16 2.28
O 1.45 -3.91 3.17
C -0.14 -5.39 2.20
C -0.52 -5.95 0.98
C -1.21 -7.15 0.96
C -1.53 -7.79 2.15
C -1.14 -7.24 3.37
C -0.44 -6.04 3.39
H -2.50 -0.69 4.67
H -2.17 -2.41 4.79
H -3.70 -1.85 4.11
H -0.94 -1.38 2.84
H -2.47 -0.84 2.15
H -3.23 -3.24 2.03
H -1.69 -3.75 2.68
H -2.31 -2.76 -0.02
H 1.49 -2.79 0.98
H -0.25 -5.47 0.05
H -1.50 -7.59 0.02
H -2.06 -8.73 2.14
H -1.38 -7.74 4.30
H -0.11 -5.61 4.33
```

Summary:
HOMO-LUMO gap = 7.816 eV
HOMO level = -0.400 hartree
Charge = +1

Here are the natural (NBO) charges for atoms 1 to 4, given in e: Zr 1.51; S -0.48; P 1.47; C -1.57

***

Repeat the third record exactly.
C9H16ClNaO13 as an isolated structure at a distorted geometry. Source: the Open Molecules 2025 dataset; level of theory: ωB97M-V with the def2-TZVPD basis set.

```
40
C9H16ClNaO13 (ωB97M-V with the def2-TZVPD basis set)
Na 1.37 0.08 1.08
Cl 3.03 3.25 -0.51
O 2.40 4.17 -1.39
O 3.98 2.35 -1.22
O 3.86 4.06 0.27
O 2.02 2.51 0.16
C 0.95 1.55 -2.77
C -0.42 1.06 -3.38
O -0.58 -0.27 -2.92
C 0.32 -0.56 -1.99
O 0.49 -1.68 -1.54
O 1.18 0.50 -1.86
H 0.78 2.54 -2.34
H 1.73 1.54 -3.54
H -0.35 0.99 -4.47
H -1.26 1.70 -3.09
C 2.13 -2.96 3.29
O 0.85 -3.53 3.03
C -0.09 -2.98 2.22
O 0.08 -1.87 1.65
O -1.19 -3.76 2.06
C -1.35 -5.04 2.62
H 2.72 -2.91 2.37
H 2.73 -3.61 3.93
H 2.13 -2.02 3.85
H -0.71 -5.83 2.24
H -2.37 -5.38 2.49
H -1.05 -5.08 3.67
C -3.07 -0.23 -0.73
O -3.00 1.10 -0.19
C -1.88 1.76 0.10
O -0.82 1.22 0.40
O -2.05 3.03 -0.22
C -1.00 3.87 -0.21
H -3.00 -0.39 -1.81
H -4.01 -0.59 -0.33
H -2.35 -0.96 -0.35
H -0.53 3.89 0.77
H -1.35 4.89 -0.34
H -0.29 3.60 -1.00
```

Summary:
HOMO-LUMO gap = 8.272 eV
HOMO level = -0.318 hartree
Charge = 0
Relative energy (zero: lowest compared OMol25 entry of this formula, charge and spin) = 0.0 kJ/mol

Here are the natural (NBO) charges for atoms 1 to 4, given in e: Na 0.97; Cl 2.56; O -0.89; O -0.87